C26H23NNiPS | ωB97M-V/def2-TZVPD

```
53
Properties=species:S:1:pos:R:3:forces:R:3
Ni -10.13795 -13.84674 6.39334 0.496 0.265 0.138
C -9.65718 -17.17354 6.96736 -0.533 0.034 1.490
C -9.55151 -16.12329 5.93858 -0.086 1.275 -0.261
C -10.74747 -15.59619 5.32884 1.217 -0.578 -0.287
C -10.66264 -14.59788 4.33515 -0.682 -0.876 -0.064
C -9.42224 -14.14191 3.91819 0.876 0.774 -0.101
C -8.26753 -14.54292 4.59106 -0.623 -1.266 0.229
C -8.30495 -15.55073 5.59058 -0.816 1.196 -0.438
H -9.90757 -18.09219 6.49371 0.017 -1.016 -0.439
H -10.50163 -17.00733 7.67084 0.448 0.206 -0.426
H -8.76169 -17.30656 7.58503 -0.095 0.087 -0.376
H -11.70172 -16.01422 5.61188 -0.077 0.056 0.048
H -11.56603 -14.27077 3.83326 0.067 0.085 0.133
H -9.32942 -13.39699 3.12084 -0.206 -0.344 0.336
H -7.31265 -14.21140 4.26043 0.562 0.526 -0.083
H -7.36200 -15.75589 6.09870 -0.446 -0.444 -0.032
C -11.52034 -11.08111 2.23770 -0.565 -0.009 -0.205
C -12.53385 -11.38901 3.16135 1.443 0.379 0.783
C -12.22071 -11.35535 4.53382 -0.239 -0.153 -0.841
C -10.90835 -11.11134 4.92636 -0.048 0.582 0.090
C -9.92567 -10.76987 3.99351 0.156 0.252 0.441
C -10.23152 -10.75101 2.65467 -0.729 -0.127 -0.099
P -10.35757 -11.59249 6.56120 1.122 -1.062 -1.026
C -11.60349 -11.39018 7.76012 -0.519 0.784 0.726
C -12.29909 -10.28005 8.00905 0.032 0.782 -1.080
C -13.18035 -10.18189 9.14438 -0.005 -0.063 0.650
C -13.56342 -11.27467 9.81089 0.369 0.496 -0.008
C -13.17744 -12.63918 9.26742 0.548 2.081 -0.597
C -11.71259 -12.43663 8.79282 0.414 -2.183 0.796
C -8.88981 -10.65751 6.99246 -0.707 2.415 0.601
C -9.05214 -9.28576 7.32126 -0.892 -1.395 -0.326
C -8.00150 -8.43223 7.47202 0.254 1.152 -0.225
C -6.71979 -8.90634 7.36889 -0.265 -2.855 -0.907
C -6.50224 -10.30038 7.11473 -1.382 3.486 0.790
C -7.59345 -11.08437 6.91781 0.843 -2.961 -0.554
H -11.71754 -11.01694 1.16670 -0.179 -0.262 0.302
H -13.52888 -11.68010 2.90895 -0.458 0.123 -0.536
H -13.02234 -11.52208 5.25232 0.286 -0.216 0.005
H -8.94067 -10.45727 4.33681 -0.071 -0.283 -0.060
H -9.49821 -10.49313 1.91553 0.270 0.177 -0.156
H -12.16484 -9.39766 7.38173 -0.222 -0.204 0.023
H -13.44022 -9.19074 9.47712 -0.190 0.079 0.140
H -14.09880 -11.20797 10.73152 -0.546 0.018 0.316
H -13.30144 -13.39002 10.00725 0.082 -0.816 0.471
H -11.07645 -12.11256 9.64149 -0.591 -0.120 -0.030
H -10.03601 -8.87481 7.39295 -0.525 0.135 -0.012
H -8.19402 -7.35317 7.51659 0.124 -0.495 0.316
H -5.91983 -8.25985 7.26352 1.570 1.268 0.387
H -5.54074 -10.68731 7.04189 1.524 -0.570 -0.175
H -7.31562 -12.12313 6.65983 -0.721 0.327 0.115
S -10.99451 -14.07358 8.32195 -0.380 0.081 0.454
C -14.06456 -12.83262 8.12239 -0.662 -1.120 -1.803
N -14.67246 -12.98600 7.14539 0.739 0.296 1.366
```
Positions in Å, forces in eV/Å.

Summary:
- DFT total energy: -3306.8952 a.u.
- <S²>: 2.0200
- Multiplicity: 3
- E_LUMO (alpha / beta): -0.1145 / -0.1467 hartree
- Total charge: +1
- Orbital gap (alpha / beta): 7.7 / 7.9 eV
- HOMO energy (alpha / beta): -10.83 / -11.88 eV